Molecular formula: C4H11N2O
Method: DFT, ωB97M-V/def2-TZVPD

Properties
HOMO-LUMO gap = 9.05 eV
relative energy (zero: lowest compared OMol25 entry of this formula, charge and spin) = 33.9 kcal/mol
E = -9347.3858 eV
HOMO energy = -13.8 eV
LUMO = -4.79 eV

```
! wB97M-V def2-TZVPD RIJCOSX def2/J DEFGRID3
* xyz 1 1
C 0.191 -2.334 0.332
C -1.688 -1.669 1.687
N -0.661 -1.347 1.020
H 0.981 -2.642 1.014
H 0.619 -1.847 -0.539
H -0.419 -3.188 0.051
H -1.960 -2.716 1.752
H -2.277 -0.905 2.175
H -0.429 -0.317 0.916
C 1.918 1.210 -0.970
C 0.439 1.421 -0.885
N -0.154 1.383 0.397
O -0.268 1.563 -1.849
H 2.077 0.273 -1.512
H 2.397 1.100 -0.001
H 2.369 1.995 -1.569
H 0.340 1.827 1.157
H -1.102 1.720 0.290
*
```